Here is a structure of composition C37H62AlN18 from the Open Molecules 2025 dataset. Energies are from wB97M-V/def2-TZVPD.

Its total charge is -1. As for the molar mass: 786.01 g mol⁻¹. The value obtained for the calculated total energy is -72790.242 eV.

Geometry as XYZ:
```
118
Properties=species:S:1:pos:R:3:lowdin_charge:R:1
Al 2.001 2.904 2.441 0.11
N 6.017 2.595 6.062 0.15
N 2.530 -3.299 -2.883 0.13
N -3.217 1.994 -3.738 0.16
N 2.037 4.601 5.586 0.13
N 5.626 -0.478 4.205 0.14
N -6.310 -2.473 1.309 0.14
N -5.589 0.567 -1.008 0.16
N 0.473 2.047 -9.317 0.14
N -9.771 -0.535 -4.160 0.11
N -0.067 5.142 -1.684 0.16
N 5.886 4.589 2.350 0.13
N 4.555 -6.813 4.490 0.12
N 1.808 -9.281 0.275 0.16
N 1.609 2.634 0.589 -0.17
N -4.368 3.539 1.160 0.14
N 5.373 -7.597 0.533 0.14
N -3.085 5.178 -6.560 0.13
N 0.904 -5.310 1.349 0.12
C -1.571 2.632 -10.816 -0.07
C 2.758 -5.847 -0.387 -0.07
C -9.457 -0.414 -3.064 -0.29
C -0.294 1.716 -0.804 -0.26
C 3.700 -7.302 3.901 -0.28
C -4.119 2.541 -3.286 -0.28
C -5.661 -2.997 0.522 -0.28
C -0.422 2.303 -9.986 -0.29
C -4.823 0.344 1.460 -0.09
C 6.237 3.498 2.306 -0.31
C 4.040 2.158 7.691 -0.07
C 1.712 -5.543 0.568 -0.29
C 0.996 -1.200 -2.955 -0.07
C 3.267 -1.043 5.133 -0.07
C 7.117 -6.277 1.938 -0.07
C 5.159 2.385 6.793 -0.28
C -1.764 1.328 -0.656 -0.13
C 2.640 -7.916 3.119 -0.09
C -3.593 4.074 1.817 -0.26
C 4.587 -0.724 4.623 -0.28
C -2.608 4.752 2.646 -0.05
C -2.793 4.077 -6.694 -0.28
C -0.393 -9.098 -1.096 -0.06
C 4.122 5.963 4.852 -0.08
C 0.235 2.144 0.555 -0.44
C 1.840 -2.382 -2.874 -0.26
C -4.843 -3.595 -0.516 -0.06
C -9.066 -0.262 -1.672 -0.07
C 6.157 -7.012 1.131 -0.27
C -5.271 0.467 0.089 -0.28
C 2.959 5.230 5.322 -0.32
C -0.908 5.297 -2.448 -0.26
C -2.426 2.680 -6.853 -0.07
C 0.837 -9.214 -0.330 -0.26
C 6.711 2.126 2.228 -0.08
C -1.972 5.503 -3.417 -0.08
C -5.183 3.342 -2.712 -0.07
H 3.534 3.212 2.749 -0.15
H -1.844 0.396 -0.096 0.06
H -2.695 4.414 3.676 0.09
H -7.989 -0.108 -1.602 0.04
H 4.777 5.279 4.314 0.03
H 6.833 -5.227 1.981 0.09
H 3.489 1.276 7.372 0.07
H -9.335 -1.157 -1.114 0.08
H 7.125 -6.682 2.947 0.07
H 2.771 -5.080 -1.161 0.04
H 1.579 3.538 0.125 0.00
H 0.314 0.877 -1.134 0.07
H -2.437 2.190 -5.880 0.03
H -4.680 -2.868 -1.309 0.09
H 6.104 1.581 1.508 0.08
H -0.903 -10.058 -1.123 0.08
H -9.577 0.595 -1.239 0.08
H 0.610 -1.089 -3.965 0.09
H 4.654 6.401 5.695 0.07
H -4.080 1.110 1.679 0.05
H -3.147 2.191 -7.506 0.08
H -2.582 6.352 -3.113 0.08
H -5.665 0.441 2.141 0.08
H -2.332 1.226 -1.576 0.02
H 3.322 -1.260 6.200 0.07
H 6.617 1.642 3.198 0.03
H 2.578 -6.821 -0.835 0.06
H 7.752 2.116 1.912 0.07
H -1.241 2.859 -11.827 0.08
H -1.602 4.521 2.289 0.06
H -2.254 2.088 -0.049 0.04
H 2.604 -0.196 4.948 0.06
H 0.198 1.260 1.197 0.07
H -5.352 -4.466 -0.925 0.08
H -0.165 -8.785 -2.112 0.08
H -3.885 -3.900 -0.101 0.09
H 1.583 -0.321 -2.695 0.09
H 3.805 6.749 4.171 0.08
H -2.083 3.500 -10.404 0.08
H -2.592 4.613 -3.474 0.04
H -2.770 5.827 2.605 0.08
H 2.875 -1.913 4.611 0.08
H 3.371 3.016 7.656 0.07
H 0.963 4.063 2.941 -0.13
H 2.111 -8.654 3.718 0.08
H -1.553 5.703 -4.398 0.06
H -2.258 1.790 -10.844 0.08
H 0.164 -1.279 -2.258 0.08
H -1.431 2.597 -7.288 0.06
H 3.072 -8.408 2.250 0.04
H -5.233 4.299 -3.229 0.08
H 4.401 2.010 8.707 0.08
H -0.166 2.500 -1.545 0.07
H -0.490 2.851 0.990 0.07
H 8.109 -6.363 1.500 0.08
H 3.714 -5.869 0.122 0.04
H 1.588 1.507 3.200 -0.13
H -1.042 -8.359 -0.631 0.08
H -4.380 -0.638 1.591 0.06
H -6.130 2.819 -2.814 0.07
H 1.937 -7.157 2.781 0.05
H -4.980 3.508 -1.653 0.06
```

Here is a structure of composition C37H63BCa2ClCsFN4O16S3 in a non-equilibrium geometry from the Open Molecules 2025 dataset. Energies are from wB97M-V/def2-TZVPD.

Its total charge is +1. As for the molar mass: 1194.45 g mol⁻¹. The value obtained for the calculated total energy is -163920.316 eV.

Geometry as XYZ:
```
129
Properties=species:S:1:pos:R:3:lowdin_charge:R:1
Cs -4.484 5.332 0.005 0.93
Ca -5.817 2.069 -3.721 0.94
Ca 0.107 -6.442 1.729 1.66
Cl 1.577 -6.454 7.030 0.63
S 1.057 -2.956 0.883 0.90
S -5.407 -1.407 5.168 0.26
S 1.703 4.654 3.736 0.82
F -1.893 -1.250 -3.762 -0.59
O -5.888 -1.295 6.548 -0.16
O 2.442 -7.586 7.205 -0.35
O 0.291 -6.712 7.613 -0.35
O -0.757 4.113 5.589 -0.36
O 1.398 -6.221 5.587 -0.48
O -4.548 -1.175 1.683 0.14
O 3.366 -0.833 0.224 0.12
O -4.536 -2.585 5.060 -0.21
O -6.531 -1.556 4.238 -0.20
O 2.164 -5.280 7.608 -0.34
O -4.654 -0.188 4.824 -0.22
O 4.726 2.114 -0.049 -0.08
O 0.373 1.976 2.043 -0.10
O -0.099 1.343 -0.792 -0.05
O 7.162 0.713 0.485 -0.05
O 2.967 4.985 3.002 -0.57
N 2.085 -0.582 -1.833 -0.10
N 3.998 -5.358 -6.617 0.07
N -4.461 2.928 0.634 -0.25
N -0.368 0.223 0.017 -0.05
C 0.839 -3.996 3.473 -0.14
C -0.644 4.255 -4.798 -0.08
C -0.656 3.875 -1.847 -0.05
C -2.354 1.760 0.486 -0.04
C -4.569 -1.824 -3.280 -0.07
C 1.452 1.189 1.530 -0.20
C 0.336 4.961 2.622 -0.28
C 0.976 -1.293 1.665 -0.33
C 4.585 -5.013 -5.470 -0.15
C -4.104 1.737 2.659 -0.02
C -4.313 -0.157 -1.471 -0.06
C -0.806 1.255 2.320 -0.09
C -2.264 -0.645 1.557 -0.01
C 0.966 -0.067 0.678 -0.16
C -3.921 -2.492 -1.055 -0.04
C 1.963 -5.705 -5.391 -0.08
C 3.901 2.009 1.121 -0.21
C -0.495 1.284 -2.156 -0.13
C 2.520 -1.909 -2.340 -0.07
C -4.606 -0.519 -2.798 -0.17
C 2.378 2.185 0.785 -0.06
C 3.932 -4.992 -4.247 -0.09
C 1.678 -4.146 2.147 -0.55
C -3.630 2.139 1.261 -0.32
C -1.459 0.575 1.033 -0.22
C 1.347 6.019 4.841 -0.26
C -0.833 -0.844 -0.789 -0.11
C -3.957 -1.159 -0.568 -0.13
C -4.217 -2.842 -2.372 -0.06
C 0.097 1.869 -5.183 -0.04
C -3.636 -0.979 0.921 -0.30
C 2.594 -5.344 -4.213 -0.11
C -0.192 2.709 -2.758 -0.30
C -0.903 -1.790 -1.532 0.17
C 2.891 0.443 -2.531 -0.06
C 2.708 -5.697 -6.561 -0.14
C -0.725 2.806 -4.213 -0.36
B 2.141 -0.482 -0.374 -0.57
H -0.322 4.852 -2.254 0.08
H 1.721 -2.335 -2.987 0.09
H 1.926 -1.205 2.233 0.11
H 7.111 0.285 1.347 0.04
H 2.654 1.465 -2.185 0.08
H -3.349 1.299 3.321 0.06
H -1.493 1.984 2.787 0.14
H 2.028 0.867 2.428 0.17
H -0.701 4.194 -5.901 0.08
H -5.026 1.130 2.587 0.10
H 1.528 -5.171 1.712 -0.08
H 4.080 -0.308 -0.178 0.11
H -4.433 2.676 3.158 0.11
H 2.260 -5.975 -7.509 0.11
H -4.891 0.294 -3.488 -0.10
H 3.389 -1.769 -3.016 0.09
H 0.388 5.966 2.197 0.06
H -3.671 -3.312 -0.360 0.12
H 1.364 6.959 4.285 0.06
H -2.459 -0.452 2.634 0.13
H 0.368 5.859 5.294 0.02
H 0.918 -5.986 -5.405 0.10
H 2.157 3.186 1.219 0.10
H -1.093 4.637 6.324 -0.09
H -0.490 0.939 -5.331 0.08
H -0.594 0.510 3.122 0.15
H 0.393 4.225 1.822 0.00
H 5.433 2.731 0.189 0.11
H -1.583 1.151 -2.364 0.13
H -0.238 -3.915 3.200 0.07
H 6.252 0.986 0.295 -0.02
H 1.056 1.615 -4.693 0.06
H 2.765 -4.018 2.288 0.11
H -1.704 -1.607 1.579 0.12
H 0.025 0.594 -2.840 0.12
H -1.100 -2.458 -2.382 0.08
H 0.920 2.786 -2.825 0.13
H 2.111 6.040 5.616 0.06
H 4.056 1.060 1.683 0.12
H 2.183 2.314 -0.293 0.11
H 1.016 -4.896 4.119 0.04
H -0.598 4.828 3.174 0.04
H 4.458 -4.707 -3.345 0.10
H -1.769 3.910 -1.822 0.07
H -4.209 -3.886 -2.709 0.12
H -4.391 0.887 -1.141 0.05
H 2.050 -5.338 -3.275 0.09
H -0.257 3.828 -0.816 0.07
H -2.664 1.571 -0.560 0.09
H 1.161 -3.074 3.980 0.11
H 4.222 2.806 1.826 0.13
H -4.831 -2.032 -4.323 0.12
H -4.096 3.120 -0.311 -0.13
H -1.795 2.509 -4.201 0.11
H 0.279 2.332 -6.166 0.07
H 5.632 -4.743 -5.548 0.11
H 2.754 -2.619 -1.526 0.06
H -1.691 2.650 0.554 0.13
H 3.980 0.293 -2.308 0.10
H 0.296 4.782 -4.544 0.09
H 2.807 0.350 -3.632 0.10
H 0.193 -1.306 2.439 0.08
H -1.485 4.893 -4.463 0.07
```

Here is a structure of composition C37H64CsN7O6P2S in a non-equilibrium geometry from the Open Molecules 2025 dataset. Energies are from wB97M-V/def2-TZVPD.

Its total charge is -2. As for the molar mass: 929.88 g mol⁻¹. For the relative energy (zero: lowest compared OMol25 entry of this formula, charge and spin), the calculation gives 48.26 kJ/mol.

Geometry as XYZ:
```
118
Properties=species:S:1:pos:R:3:lowdin_charge:R:1
Cs 0.274 -0.270 -0.247 1.47
S -6.139 3.866 4.521 0.95
P 1.549 -2.517 -2.694 0.51
P 0.002 -3.867 -0.629 0.51
O 0.881 -1.282 -2.358 -0.52
O 1.052 -3.858 -1.897 -0.28
O -1.772 -0.559 -3.782 -0.05
O -1.881 -0.110 -1.609 -0.33
O 0.041 -2.674 0.194 -0.53
O -4.053 -1.067 -0.233 -0.09
N -1.483 -4.223 -1.297 -0.27
N 3.161 -2.536 -2.267 -0.28
N 1.352 -2.968 -4.299 -0.29
N -0.300 2.531 -0.953 -0.09
N 0.485 -5.264 0.164 -0.30
N -7.801 5.333 0.519 0.06
N -2.586 1.659 2.678 0.11
C -3.554 3.672 3.531 -0.08
C 3.102 2.280 -2.299 -0.22
C 0.476 -2.213 -5.172 -0.10
C 1.252 -2.345 3.896 -0.09
C 1.719 0.171 3.501 -0.27
C 2.576 0.919 2.709 -0.28
C -4.727 2.993 3.858 -0.52
C 0.669 0.702 4.428 -0.08
C -8.148 4.148 1.034 -0.15
C 1.141 -6.363 -0.497 -0.13
C -2.527 2.960 2.944 -0.12
C -1.755 -5.538 -1.821 -0.13
C 2.869 4.564 -3.183 -0.07
C 3.362 0.023 1.942 -0.27
C 3.521 -2.550 1.669 -0.07
C 2.696 1.539 -1.424 -0.12
C 4.315 0.459 0.901 -0.10
C -1.946 -3.169 -2.183 -0.10
C 3.507 3.183 -3.398 -0.65
C -6.380 5.656 2.425 -0.09
C -1.086 1.605 -3.099 -0.11
C 0.684 -5.195 1.591 -0.10
C -6.910 6.044 1.219 -0.15
C 2.971 -1.294 2.274 -0.28
C 3.975 -3.720 -2.224 -0.12
C 1.707 -4.277 -4.777 -0.12
C 1.969 -1.209 3.237 -0.28
C 5.038 3.332 -3.420 -0.08
C -1.299 2.637 -2.001 -0.31
C 3.901 -1.319 -2.518 -0.10
C -6.791 4.432 2.971 -0.52
C -3.715 1.026 2.979 -0.13
C 2.681 2.410 2.627 -0.07
C -7.687 3.652 2.229 -0.08
C -1.625 0.180 -2.796 -0.73
C -4.810 1.633 3.558 -0.08
C 3.032 2.598 -4.736 -0.07
H -1.747 -2.190 -1.751 0.04
H 3.608 -3.347 2.414 0.05
H -0.019 1.507 -3.310 0.10
H 1.154 -2.180 4.972 0.05
H -0.038 -1.435 -4.607 0.05
H -1.276 -5.720 -2.794 0.08
H 2.211 -6.401 -0.246 0.08
H 0.693 -7.319 -0.194 0.08
H -1.578 1.933 -4.018 0.10
H 0.359 -0.060 5.143 0.05
H 4.692 -1.219 -1.773 0.08
H 3.318 3.241 -5.575 0.07
H 1.949 2.489 -4.732 0.07
H -5.706 1.077 3.788 0.10
H 5.510 2.362 -3.579 0.07
H 4.972 -0.346 0.571 0.04
H 3.468 1.610 -4.889 0.07
H -8.856 3.580 0.441 0.10
H 3.737 0.826 0.016 -0.02
H 0.244 -2.458 3.489 0.06
H -3.800 -0.550 0.535 -0.01
H -1.594 3.447 2.687 0.12
H 1.038 1.564 4.991 0.05
H -0.288 -2.866 -5.606 0.08
H 4.514 -2.376 1.253 0.05
H 3.237 -0.457 -2.412 0.03
H -1.425 -6.292 -1.110 0.06
H 5.392 3.730 -2.470 0.08
H -3.350 -0.835 -0.872 -0.01
H 5.354 4.009 -4.221 0.06
H -5.667 6.273 2.951 0.10
H 0.357 -4.216 1.926 0.06
H 4.356 -1.316 -3.517 0.08
H 2.269 -4.803 -4.010 0.06
H 3.178 5.269 -3.960 0.07
H 1.952 2.884 3.281 0.05
H -3.453 4.726 3.742 0.10
H -2.283 2.475 -1.546 0.10
H -2.836 -5.628 -1.954 0.08
H 3.678 2.754 2.921 0.06
H 4.492 -3.912 -3.176 0.08
H 1.787 -3.283 3.749 0.04
H 0.100 -5.970 2.099 0.08
H 4.927 1.295 1.245 0.06
H 2.879 -2.915 0.860 0.05
H 1.045 -1.758 -5.989 0.08
H -0.216 1.017 3.867 0.04
H 1.738 -5.323 1.858 0.08
H -3.022 -3.256 -2.334 0.10
H -1.452 -3.210 -3.160 0.08
H 1.783 4.479 -3.203 0.07
H -8.005 2.688 2.594 0.10
H 0.635 2.453 -1.355 -0.01
H 3.160 4.965 -2.213 0.08
H -0.316 3.364 -0.373 0.06
H 2.501 2.746 1.604 0.06
H -3.726 -0.034 2.754 0.11
H 1.040 -6.250 -1.574 0.07
H 3.361 -4.581 -1.970 0.06
H 2.323 -4.207 -5.682 0.08
H -6.628 6.991 0.772 0.10
H 4.733 -3.599 -1.445 0.08
H -1.309 3.647 -2.467 0.09
H 0.817 -4.874 -5.024 0.08
```

Here is a cluster of 11 separate species, C37H64N2O27 in total in a non-equilibrium geometry from the Open Molecules 2025 dataset. Energies are from wB97M-V/def2-TZVPD.

Its total charge is 0. Its structure (SMILES) is COC(=O)OC.COC(=O)OC.COC(=O)OC.COC(=O)OC.COC(=O)OC.COC(=O)OC.COC(=O)OC.COC(=O)OC.COC(=O)OC.c1ccncc1.c1ccncc1. As for the molar mass: 968.91 g mol⁻¹. The value obtained for the calculated total energy is -97667.124 eV.

Geometry as XYZ:
```
130
Properties=species:S:1:pos:R:3:lowdin_charge:R:1
O 14.455 13.536 22.965 0.09
O 14.875 11.990 10.839 0.09
O 18.083 11.121 10.732 -0.04
O 8.441 11.897 14.987 0.05
O 13.184 12.059 12.278 0.02
O 10.151 13.344 14.967 0.12
O 19.611 11.453 12.442 0.09
O 12.956 10.807 10.558 0.02
O 16.443 12.364 15.926 0.05
O 15.698 12.674 21.193 -0.01
O 11.750 9.910 20.026 0.13
O 18.036 13.950 16.332 0.07
O 18.943 9.225 18.647 0.00
O 13.512 8.532 19.612 -0.02
O 8.297 13.695 16.116 0.01
O 15.216 15.703 16.457 0.11
O 16.664 13.836 14.463 -0.04
O 13.320 15.960 17.616 0.02
O 20.244 10.831 17.912 0.01
O 10.146 10.989 17.326 0.12
O 11.426 12.594 18.330 -0.01
O 15.197 15.959 18.703 0.01
O 18.624 9.480 12.190 0.00
O 18.823 11.224 19.604 0.08
O 9.437 12.199 19.080 0.00
O 13.623 12.287 21.404 0.01
O 13.214 9.586 21.605 0.00
N 16.214 7.150 16.820 0.06
N 14.349 7.849 13.057 0.08
C 16.037 8.110 15.942 -0.17
C 8.900 14.807 16.699 -0.07
C 16.763 11.895 17.256 0.00
C 17.041 8.482 15.045 -0.07
C 13.514 10.286 9.337 -0.03
C 12.582 15.655 16.389 0.02
C 17.353 6.444 16.767 -0.16
C 10.338 11.802 18.184 -0.62
C 18.315 12.512 10.452 -0.03
C 9.198 10.898 14.422 -0.06
C 12.558 6.944 14.248 -0.07
C 17.386 8.771 11.684 0.02
C 14.616 15.830 17.484 -0.62
C 14.550 9.015 21.913 0.03
C 13.917 13.002 13.041 -0.02
C 18.290 7.867 15.086 -0.05
C 14.589 12.915 21.910 -0.65
C 13.769 11.656 11.195 -0.65
C 16.958 15.165 14.096 -0.06
C 21.019 12.000 18.224 0.00
C 12.480 12.184 17.460 -0.04
C 16.909 13.327 21.560 -0.04
C 12.999 9.287 14.374 -0.06
C 19.302 10.503 18.743 -0.66
C 9.065 12.952 15.304 -0.66
C 18.809 10.731 11.848 -0.57
C 8.178 11.498 19.116 -0.01
C 12.997 8.117 18.330 -0.03
C 12.195 8.180 14.719 -0.07
C 13.682 6.762 13.464 -0.11
C 18.408 6.818 15.984 -0.08
C 13.969 9.045 13.477 -0.21
C 17.153 13.381 15.649 -0.60
C 12.775 9.396 20.364 -0.59
C 16.652 15.887 18.594 -0.02
C 12.276 12.453 21.895 0.01
C 18.178 8.678 19.730 -0.01
H 12.751 10.502 8.575 0.10
H 15.185 9.209 21.072 0.07
H 13.939 12.609 14.026 0.07
H 11.714 11.563 21.543 0.08
H 13.077 14.854 15.901 0.07
H 17.535 13.419 20.673 0.08
H 17.378 5.553 17.423 0.11
H 19.047 12.574 9.623 0.11
H 16.679 14.357 21.893 0.10
H 11.824 13.345 21.453 0.10
H 18.632 13.045 11.288 0.06
H 14.660 9.870 13.144 0.12
H 11.905 6.134 14.642 0.12
H 17.561 8.528 10.671 0.08
H 13.588 9.210 9.381 0.09
H 13.398 13.967 13.036 0.11
H 8.128 15.431 17.134 0.10
H 8.287 10.574 18.584 0.08
H 14.464 7.959 22.167 0.10
H 21.245 11.964 19.335 0.13
H 16.792 9.216 14.268 0.09
H 11.948 7.749 18.411 0.11
H 17.280 9.273 19.874 0.08
H 9.608 14.574 17.478 0.08
H 16.972 14.898 18.902 0.07
H 12.835 10.311 14.772 0.11
H 11.603 15.386 16.797 0.08
H 13.971 5.817 13.101 0.09
H 14.483 10.653 9.073 0.08
H 16.519 10.824 17.356 0.10
H 17.295 12.795 10.130 0.09
H 9.331 11.082 13.338 0.11
H 13.627 7.354 17.931 0.07
H 20.380 12.816 18.055 0.07
H 17.016 16.604 19.322 0.09
H 12.929 8.890 17.532 0.07
H 13.362 12.761 17.893 0.12
H 12.225 12.602 22.978 0.10
H 16.201 12.402 18.004 0.08
H 17.073 16.099 17.582 0.10
H 14.928 13.142 12.665 0.08
H 19.143 8.194 14.457 0.12
H 19.341 6.314 16.045 0.10
H 7.356 12.062 18.619 0.10
H 18.763 8.634 20.619 0.09
H 15.129 8.741 15.976 0.10
H 17.853 12.039 17.529 0.09
H 21.825 12.018 17.493 0.10
H 12.320 12.396 16.391 0.09
H 17.269 12.818 22.430 0.09
H 17.879 7.716 19.421 0.07
H 12.505 16.564 15.817 0.10
H 14.833 9.516 22.805 0.09
H 17.274 7.867 12.246 0.07
H 10.148 10.811 14.919 0.06
H 17.029 15.788 15.050 0.10
H 12.649 11.137 17.575 0.06
H 11.405 8.307 15.378 0.08
H 16.483 9.357 11.829 0.07
H 17.857 15.207 13.539 0.07
H 16.161 15.427 13.371 0.10
H 8.639 9.922 14.530 0.12
H 7.890 11.407 20.156 0.09
H 9.458 15.427 15.979 0.09
```

Q: Which formula does entry 3 have?
A: C37H64CsN7O6P2S